Record 1
Here is a 5-piece molecular cluster, C20H32BO13S2 overall in a non-equilibrium geometry from the OMol25 dataset. Energies are from the ωB97M-V functional and the def2-TZVPD basis.

Positions of all 68 atoms, in Å:
C  -3.39420  3.45814  2.21136
C  -3.15139  2.32785  2.52234
C  -2.83911  0.96848  2.87121
S  -0.99627  0.81137  2.86543
S  -0.40596  0.49570  4.80406
B  -0.56065  -0.75364  1.82963
C  0.17684  -1.96685  2.44783
O  -0.98229  -0.64696  0.57369
H  -3.31757  4.48457  1.94996
H  -3.25331  0.26754  2.15559
H  -3.16419  0.72655  3.87548
H  -0.17447  1.76566  5.17767
H  -0.55864  -2.51399  3.03798
H  0.98985  -1.65998  3.09735
H  0.53646  -2.58956  1.64160
H  -0.40410  -0.06498  0.03143
C  3.92940  0.57697  -0.89224
C  2.77887  0.58870  -1.86686
C  2.57622  1.88798  -2.60909
O  1.15366  1.85637  -2.87708
C  0.58564  1.12967  -1.91833
O  -0.59269  1.04373  -1.71065
O  1.50112  0.47378  -1.17857
H  3.87271  -0.29787  -0.24502
H  4.87725  0.55488  -1.42663
H  3.91166  1.45939  -0.24893
H  2.85097  -0.24781  -2.55944
H  3.13693  1.95059  -3.53636
H  2.78886  2.76572  -1.99509
C  2.28430  3.87035  6.74849
C  2.80390  4.23628  5.37973
C  2.57497  3.19730  4.30422
O  3.65518  3.44226  3.40561
C  4.68146  3.96821  4.13863
O  5.78771  4.09249  3.74875
O  4.23810  4.31714  5.37449
H  2.67550  4.55207  7.50118
H  1.19411  3.91757  6.77051
H  2.60149  2.86401  7.02816
H  2.41307  5.21030  5.07310
H  1.62037  3.30893  3.78938
H  2.66865  2.17392  4.68237
C  -2.93590  -0.03659  -3.23824
C  -4.12430  -0.96286  -3.25118
C  -4.43780  -1.61048  -1.92329
O  -5.05547  -2.84118  -2.31811
C  -4.55340  -3.17113  -3.53772
O  -4.67963  -4.22897  -4.05435
O  -3.86731  -2.12652  -4.06400
H  -2.63363  0.21762  -4.25353
H  -3.16664  0.88105  -2.70065
H  -2.08454  -0.51352  -2.75981
H  -5.00556  -0.45997  -3.65799
H  -5.11320  -1.02541  -1.30343
H  -3.53291  -1.84698  -1.35513
C  -1.35523  -4.60554  -4.32809
C  0.07424  -4.28047  -3.97624
C  0.32280  -3.94609  -2.52379
O  1.46338  -3.07033  -2.60354
C  1.41249  -2.46446  -3.81543
O  2.07661  -1.52761  -4.13127
O  0.50297  -3.05369  -4.60837
H  -1.49193  -4.61296  -5.40775
H  -1.63391  -5.58180  -3.93344
H  -2.03669  -3.85690  -3.92455
H  0.74251  -5.07600  -4.31459
H  0.54866  -4.81350  -1.90922
H  -0.50601  -3.38854  -2.07920

Properties
LUMO energy ... -4.23 eV
Charge ... +1
E_HOMO ... -12.8 eV
Total energy ... -70217.1759 eV
HOMO-LUMO gap ... 8.589 eV

***

Record 2
Here is C20H32CeN8O5 as an isolated structure in a non-equilibrium geometry from the OMol25 dataset. Energies are from the ωB97M-V functional and the def2-TZVPD basis.

Positions of all 66 atoms, in Å:
Ce  10.70925  11.01564  6.40614
O  12.23832  14.00884  3.87809
C  11.98628  13.49549  4.95204
O  10.98028  12.61009  5.05121
C  12.57553  13.85503  6.34371
C  11.53948  14.02466  7.50075
C  12.04165  14.65576  8.84698
C  13.06431  13.68028  9.35990
C  12.98304  12.51806  8.34854
O  11.49740  12.59176  8.06581
C  13.62669  12.87833  7.01824
C  13.92903  11.60232  6.07832
O  15.01636  11.35222  5.54934
O  12.92638  10.78130  6.06301
H  13.15767  14.77026  6.08557
H  10.56999  14.37458  7.11343
H  12.52463  15.61516  8.50009
H  11.16198  14.94817  9.50301
H  14.09688  14.07032  9.36874
H  12.87761  13.30774  10.40480
H  13.31222  11.52823  8.69054
H  14.58230  13.41842  7.01370
C  8.01204  11.29467  8.19174
N  8.22271  11.34511  6.69730
C  7.44052  12.53934  6.18856
N  6.03199  12.56202  6.50487
C  5.93616  12.40525  7.97974
N  6.58366  11.13568  8.52361
C  5.92030  10.05179  7.82283
N  6.06051  10.09830  6.36407
C  7.52948  10.18856  6.00620
C  5.41177  11.34095  5.88314
H  8.39681  12.27759  8.61008
H  8.56028  10.47029  8.69187
H  7.52371  12.59281  5.07810
H  7.85694  13.46048  6.53058
H  4.91159  12.38382  8.28009
H  6.44776  13.29798  8.45943
H  4.93881  9.98558  8.22869
H  6.32648  9.08750  8.17143
H  7.60978  10.29613  4.94685
H  8.08880  9.25295  6.39389
H  4.35443  11.26820  6.13617
H  5.60621  11.48849  4.81922
C  10.23902  7.56497  5.45504
N  10.54345  6.13807  5.63775
C  10.30374  5.83579  7.06106
N  11.20938  6.59644  7.94715
C  10.96979  8.00232  7.71304
N  11.12275  8.45031  6.30118
C  12.49465  8.12395  5.95341
N  12.83404  6.69871  6.06575
C  11.93791  5.88031  5.23507
C  12.58518  6.34164  7.47365
H  9.21386  7.69579  5.86870
H  10.30224  7.85894  4.39834
H  10.48670  4.76164  7.10730
H  9.21522  5.96092  7.29777
H  11.66906  8.53469  8.32537
H  9.92168  8.20100  8.03631
H  13.15696  8.73994  6.60831
H  12.71175  8.42688  4.98877
H  12.19647  4.87765  5.43675
H  11.99658  6.19887  4.17628
H  13.38770  6.77478  8.10987
H  12.77684  5.27564  7.59476

Properties
LUMO energy ... -9.62 eV
Charge ... +2
E_HOMO ... -14.7 eV
Total energy ... -56329.0746 eV
HOMO-LUMO gap ... 5.064 eV
Energy relative to the best compared isomer or geometry (same formula, charge and spin) ... 0.000 eV

***

Record 3
Here is C20H32ClDyINOP2S as an isolated structure in a non-equilibrium geometry from the OMol25 dataset. Energies are from the ωB97M-V functional and the def2-TZVPD basis.

Positions of all 60 atoms, in Å:
C  0.00652  0.79894  -7.71767
C  0.01040  1.36381  -6.31438
H  0.00961  1.64180  -8.42701
H  -0.88693  0.18407  -7.87711
H  0.89455  0.17666  -7.87915
O  0.01917  2.54237  -6.01898
I  -0.00061  -0.03600  -4.62036
Dy  -0.01112  -0.04897  -0.04056
P  2.75486  -0.12243  -0.10946
C  3.63661  1.10072  0.90245
C  3.30894  -1.79223  0.42475
H  4.38915  -1.94354  0.28563
H  4.36345  -0.08092  -1.98310
H  2.76407  -2.55117  -0.15898
H  2.74037  -0.65004  -2.47777
H  3.31784  0.99428  1.94964
H  3.06550  -1.92736  1.48972
C  3.28476  0.06963  -1.84705
H  4.72947  1.01415  0.86769
H  3.02823  1.08439  -2.18886
H  3.35856  2.10843  0.56019
P  -2.77072  -0.08884  -0.12533
C  -3.59466  1.15243  0.91444
C  -3.29951  0.11954  -1.85778
H  -2.80119  -2.51023  -0.18815
H  -4.41792  -1.89024  0.26616
H  -3.08811  -1.90914  1.46964
C  -3.33654  -1.75438  0.40810
H  -2.76134  -0.60525  -2.48791
H  -4.37932  -0.01602  -1.99774
H  -4.68927  1.09919  0.88946
H  -3.28877  2.15056  0.56893
H  -3.02484  1.13114  -2.19246
H  -3.26193  1.03588  1.95563
Cl  0.00410  -2.01467  -1.45925
N  -0.10162  -0.95602  1.94165
S  -1.09661  -0.79686  3.22076
C  -0.29195  -1.78243  4.50460
C  -1.08474  -2.72045  5.19447
C  -0.52990  -3.47353  6.22597
C  0.81703  -3.30741  6.57937
C  1.59635  -2.37777  5.88955
C  1.05013  -1.60912  4.86004
C  -0.68004  0.83437  3.84908
C  0.32207  1.63271  3.30119
C  0.60106  2.87434  3.87510
C  -0.08065  3.31335  5.01365
C  -1.07255  2.49637  5.55861
C  -1.39033  1.27014  4.98932
H  0.44403  -1.82330  2.03085
H  -2.13417  -2.85194  4.92305
H  -1.14179  -4.19338  6.76574
H  1.24609  -3.89623  7.39026
H  2.64684  -2.24974  6.16720
H  1.66903  -0.87293  4.34020
H  0.89478  1.28126  2.43729
H  1.36358  3.51542  3.43610
H  0.16760  4.26637  5.47597
H  -1.60439  2.82638  6.45449
H  -2.16598  0.64492  5.42104

Properties
Spin multiplicity ... 6
LUMO energy (alpha / beta) ... -7.75 / -5.98 eV
Charge ... +2
E_HOMO (alpha / beta) ... -13.9 / -13.9 eV
Total energy ... -98902.1954 eV
HOMO-LUMO gap (alpha / beta) ... 6.122 / 7.891 eV
Energy relative to the best compared isomer or geometry (same formula, charge and spin) ... 1.902 eV

***

What did the second record say?
Here is C20H32CeN8O5 as an isolated structure in a non-equilibrium geometry from the OMol25 dataset. Energies are from the ωB97M-V functional and the def2-TZVPD basis.

Positions of all 66 atoms, in Å:
Ce  10.70925  11.01564  6.40614
O  12.23832  14.00884  3.87809
C  11.98628  13.49549  4.95204
O  10.98028  12.61009  5.05121
C  12.57553  13.85503  6.34371
C  11.53948  14.02466  7.50075
C  12.04165  14.65576  8.84698
C  13.06431  13.68028  9.35990
C  12.98304  12.51806  8.34854
O  11.49740  12.59176  8.06581
C  13.62669  12.87833  7.01824
C  13.92903  11.60232  6.07832
O  15.01636  11.35222  5.54934
O  12.92638  10.78130  6.06301
H  13.15767  14.77026  6.08557
H  10.56999  14.37458  7.11343
H  12.52463  15.61516  8.50009
H  11.16198  14.94817  9.50301
H  14.09688  14.07032  9.36874
H  12.87761  13.30774  10.40480
H  13.31222  11.52823  8.69054
H  14.58230  13.41842  7.01370
C  8.01204  11.29467  8.19174
N  8.22271  11.34511  6.69730
C  7.44052  12.53934  6.18856
N  6.03199  12.56202  6.50487
C  5.93616  12.40525  7.97974
N  6.58366  11.13568  8.52361
C  5.92030  10.05179  7.82283
N  6.06051  10.09830  6.36407
C  7.52948  10.18856  6.00620
C  5.41177  11.34095  5.88314
H  8.39681  12.27759  8.61008
H  8.56028  10.47029  8.69187
H  7.52371  12.59281  5.07810
H  7.85694  13.46048  6.53058
H  4.91159  12.38382  8.28009
H  6.44776  13.29798  8.45943
H  4.93881  9.98558  8.22869
H  6.32648  9.08750  8.17143
H  7.60978  10.29613  4.94685
H  8.08880  9.25295  6.39389
H  4.35443  11.26820  6.13617
H  5.60621  11.48849  4.81922
C  10.23902  7.56497  5.45504
N  10.54345  6.13807  5.63775
C  10.30374  5.83579  7.06106
N  11.20938  6.59644  7.94715
C  10.96979  8.00232  7.71304
N  11.12275  8.45031  6.30118
C  12.49465  8.12395  5.95341
N  12.83404  6.69871  6.06575
C  11.93791  5.88031  5.23507
C  12.58518  6.34164  7.47365
H  9.21386  7.69579  5.86870
H  10.30224  7.85894  4.39834
H  10.48670  4.76164  7.10730
H  9.21522  5.96092  7.29777
H  11.66906  8.53469  8.32537
H  9.92168  8.20100  8.03631
H  13.15696  8.73994  6.60831
H  12.71175  8.42688  4.98877
H  12.19647  4.87765  5.43675
H  11.99658  6.19887  4.17628
H  13.38770  6.77478  8.10987
H  12.77684  5.27564  7.59476

Properties
LUMO energy ... -9.62 eV
Charge ... +2
E_HOMO ... -14.7 eV
Total energy ... -56329.0746 eV
HOMO-LUMO gap ... 5.064 eV
Energy relative to the best compared isomer or geometry (same formula, charge and spin) ... 0.000 eV